Entry 1:
{"formula": "C34H35Br2F2N2O16", "method": "ωB97M-V with the def2-TZVPD basis set", "species": ["C", "C", "C", "C", "C", "C", "C", "C", "O", "C", "C", "N", "C", "O", "F", "C", "O", "F", "C", "Br", "N", "Br", "C", "O", "C", "C", "H", "H", "H", "H", "H", "H", "H", "H", "H", "H", "H", "H", "H", "H", "H", "H", "H", "H", "H", "H", "H", "H", "H", "C", "C", "C", "O", "C", "C", "C", "O", "O", "O", "H", "H", "H", "H", "C", "C", "C", "O", "C", "C", "C", "O", "O", "O", "H", "H", "H", "H", "C", "C", "C", "O", "C", "C", "C", "O", "O", "O", "H", "H", "H", "H"], "positions_angstrom": [[2.212162, -3.560716, 0.367671], [2.097956, -2.423662, -0.464648], [2.196523, -1.257953, -1.614654], [1.171391, -1.598390, -2.892566], [1.588823, -3.092066, -3.410599], [-0.352449, -1.490884, -2.252797], [-1.525283, -1.453438, -3.445483], [-3.017199, -1.067287, -2.793002], [-2.935002, -0.535261, -1.424068], [-4.291710, -0.130958, -0.946467], [-4.491657, 1.430125, -1.439172], [-1.620550, -2.731792, -4.237787], [-1.687119, -3.976142, -3.395403], [-2.289536, -4.140609, -2.218653], [-0.988550, -5.195185, -3.951513], [-2.757792, -2.752700, -5.228084], [-2.763456, -2.252511, -6.465245], [-4.020282, -3.471434, -4.811943], [-1.130880, -0.181062, -4.400777], [-1.317217, 1.614095, -3.447018], [0.267117, -0.185858, -4.964945], [0.468952, -1.313252, -6.495554], [1.381818, -0.387236, -3.967205], [2.593953, -0.752749, -4.773454], [3.442505, 0.425984, -5.004486], [4.542837, 0.187843, -6.209432], [2.211616, -4.387866, 1.195773], [1.779745, -0.251512, -1.135539], [3.285131, -1.026880, -1.992135], [2.746328, -3.236323, -3.158374], [1.487208, -3.276185, -4.561140], [1.028423, -3.902331, -2.763510], [-0.574190, -2.334103, -1.440421], [-0.340457, -0.475250, -1.624267], [-3.570473, -0.327902, -3.547733], [-3.728775, -2.023448, -2.723656], [-4.271150, -0.158843, 0.232746], [-5.113047, -0.861661, -1.360238], [-3.708730, 2.071496, -0.822562], [-5.553334, 1.872109, -1.184120], [-4.263194, 1.569330, -2.602447], [-1.867788, -0.081178, -5.334760], [0.416980, 0.790191, -5.366280], [1.697100, 0.604184, -3.387089], [2.709790, 1.309558, -5.313019], [3.999735, 0.650884, -3.978258], [4.178062, -0.522553, -7.066174], [5.593188, -0.158284, -5.759921], [4.722494, 1.257517, -6.703577], [4.477955, -0.580524, 4.621724], [3.751366, -1.142418, 3.653703], [2.458374, -1.818976, 3.950478], [1.803579, -2.309649, 3.037517], [2.015816, -1.875125, 5.352472], [2.744263, -1.316192, 6.320771], [4.023083, -0.615902, 6.020195], [4.661431, -0.095845, 6.929157], [2.335604, -1.367628, 7.640827], [4.173766, -1.115459, 2.337279], [5.418490, -0.083578, 4.419835], [1.083191, -2.385349, 5.556484], [3.029685, -0.892169, 8.147475], [3.476722, -1.585622, 1.829978], [-0.796942, 2.829942, 0.656388], [0.377840, 2.386150, 1.107673], [1.199883, 3.194510, 2.050240], [2.266327, 2.752111, 2.462543], [0.690606, 4.515580, 2.450250], [-0.482563, 4.960652, 1.996126], [-1.316979, 4.140543, 1.075635], [-2.399462, 4.568806, 0.689654], [-0.965889, 6.202379, 2.365865], [0.874362, 1.156452, 0.715971], [-1.405747, 2.251806, -0.027304], [1.306342, 5.100290, 3.121607], [-1.830011, 6.292843, 1.908034], [1.735560, 1.063499, 1.178547], [-2.966412, 2.586062, 5.444560], [-3.127403, 2.352402, 4.140640], [-2.636010, 1.094174, 3.513718], [-2.815294, 0.899193, 2.316700], [-1.939459, 0.123013, 4.371774], [-1.775519, 0.358432, 5.674980], [-2.291234, 1.603860, 6.306706], [-2.141505, 1.783708, 7.510614], [-1.119454, -0.548737, 6.486657], [-3.758685, 3.272091, 3.323465], [-3.320618, 3.495318, 5.913720], [-1.571650, -0.779098, 3.899915], [-1.131427, -0.151472, 7.384732], [-3.752004, 2.872072, 2.426683]], "forces_ev_per_a": [[-0.883, 8.178, -5.653], [1.505, -7.416, 4.684], [-1.115, 0.281, 0.709], [-0.266, -0.348, 1.070], [1.031, -0.166, 0.222], [0.354, 0.043, 0.242], [-0.052, 2.344, 2.538], [-1.265, -0.555, 0.068], [-1.145, -0.468, -1.712], [-0.157, 1.166, -0.035], [0.257, 0.148, 0.404], [-2.181, -2.032, -0.397], [-2.554, -3.174, 6.347], [4.590, 1.549, -8.687], [-2.251, 4.576, 1.160], [-1.843, 1.370, -6.527], [0.332, -3.258, 9.295], [4.407, 2.096, -0.823], [-2.305, -0.263, -0.932], [0.311, -1.607, -0.713], [0.241, 1.589, -0.123], [-0.356, -0.066, -0.068], [4.165, -1.466, 1.547], [-1.505, 1.583, 1.275], [0.572, 0.704, -0.358], [0.346, 0.911, 0.291], [-0.120, 2.164, -2.047], [0.950, -2.151, -0.762], [-2.040, -0.960, 0.843], [-2.568, 0.317, -0.634], [-0.124, 0.363, 2.310], [1.028, 1.709, -1.455], [0.573, 1.720, -2.039], [-0.613, -2.134, -1.630], [1.192, -1.262, 1.557], [1.876, 1.763, -0.408], [0.100, -0.086, -2.534], [1.598, 1.392, 0.764], [-1.585, -1.280, -1.393], [2.071, -1.083, -0.604], [-0.637, -0.378, 2.623], [1.676, -0.329, 2.113], [-0.286, -1.359, 0.517], [-1.487, -1.835, -1.353], [1.723, -1.489, 0.680], [-1.170, -0.127, -2.258], [0.595, 1.257, 1.909], [-2.535, 0.566, -1.076], [-0.350, -2.347, 1.104], [0.030, 0.062, 0.267], [0.992, 0.351, -1.380], [-0.809, -0.454, 0.167], [0.543, 0.380, 0.394], [-0.065, -0.103, -0.486], [-1.013, -0.341, 1.702], [1.005, 0.619, 0.311], [-0.740, -0.527, -0.559], [1.178, 0.496, -1.629], [-1.203, -0.336, 1.371], [-0.064, -0.021, 0.021], [0.035, 0.053, 0.002], [-0.264, -0.186, -0.176], [0.225, 0.030, 0.070], [-0.162, 0.215, -0.062], [0.051, -1.498, -0.794], [0.841, 0.402, 0.751], [-0.814, -0.037, -0.530], [0.305, -0.371, 0.004], [-0.308, 1.867, 0.823], [-0.775, -0.170, -0.557], [0.777, -0.171, 0.345], [0.035, -1.917, -1.000], [0.046, 1.550, 0.770], [-0.014, -0.046, 0.081], [-0.034, -0.041, -0.028], [0.320, 0.006, 0.241], [-0.288, 0.024, -0.052], [0.122, -0.079, 0.266], [-0.863, 1.469, -0.557], [0.271, -0.767, -0.383], [-0.054, 0.386, 0.488], [-0.158, 0.154, -0.506], [1.032, -1.620, 0.769], [-0.198, 0.795, 0.994], [0.037, -0.429, -1.025], [-1.039, 1.752, -0.585], [0.962, -1.644, 0.393], [0.010, -0.063, -0.018], [-0.019, 0.024, 0.009], [0.029, -0.182, -0.298], [-0.059, 0.217, 0.333]], "total_charge": 1}

---

Entry 2:
{"formula": "C34H35BrCaClN6O5PTe", "method": "ωB97M-V with the def2-TZVPD basis set", "species": ["Ca", "Br", "C", "C", "C", "C", "C", "C", "N", "N", "C", "C", "C", "C", "O", "C", "N", "C", "C", "C", "C", "H", "H", "H", "H", "H", "H", "H", "H", "H", "C", "C", "O", "P", "O", "Te", "O", "C", "C", "H", "H", "H", "H", "H", "H", "H", "H", "H", "H", "Cl", "C", "C", "C", "O", "H", "H", "H", "H", "H", "H", "H", "N", "C", "C", "C", "C", "C", "C", "N", "C", "C", "C", "C", "N", "C", "C", "H", "H", "H", "H", "H", "H", "H", "H", "H"], "positions_angstrom": [[2.457346, 0.480259, -1.158547], [-4.779870, 1.812769, 2.694791], [-4.924982, 1.589973, 0.810721], [-6.034199, 0.953179, 0.284526], [-6.119829, 0.791099, -1.089202], [-5.097698, 1.226518, -1.928774], [-4.006147, 1.896883, -1.376705], [-3.918110, 2.076742, -0.009433], [-5.320645, 1.112590, -3.335671], [-4.403000, 0.832971, -4.156401], [-3.192247, 0.263904, -3.825747], [-2.116349, 0.644533, -4.641065], [-0.805043, 0.377930, -4.335661], [-0.461878, -0.324472, -3.137733], [0.689858, -0.426253, -2.685762], [-1.595901, -0.984088, -2.443382], [-1.272338, -1.900754, -1.511943], [-2.232379, -2.545284, -0.894918], [-3.591716, -2.357029, -1.186431], [-3.937013, -1.433855, -2.135742], [-2.933437, -0.681798, -2.782025], [-6.819684, 0.591124, 0.934368], [-6.982745, 0.311077, -1.533358], [-3.205988, 2.265776, -2.002864], [-3.057555, 2.582790, 0.407048], [-2.366018, 1.249697, -5.506693], [0.010738, 0.755310, -4.937026], [-1.929993, -3.262630, -0.136030], [-4.346064, -2.941923, -0.674491], [-4.973017, -1.284399, -2.407127], [7.652736, -2.031370, -0.749606], [6.919829, -0.711331, -0.799872], [5.758189, -0.877128, -1.617090], [5.173790, 0.262342, -2.578435], [3.835721, -0.219780, -3.031728], [6.857544, 1.023947, -4.072266], [4.712576, 1.464544, -1.592659], [5.543301, 2.309723, -0.782715], [4.894310, 3.673491, -0.743266], [8.537350, -1.954590, -0.114048], [7.968026, -2.327349, -1.750293], [7.001678, -2.803740, -0.340225], [7.554463, 0.073518, -1.232033], [6.561194, -0.406973, 0.187322], [6.540128, 2.343495, -1.241846], [5.578026, 1.850783, 0.207531], [4.885937, 4.117109, -1.739808], [5.449572, 4.334008, -0.072961], [3.865014, 3.584574, -0.392625], [3.852203, 0.060992, 1.312964], [1.566647, 3.095377, -3.263723], [1.031000, 3.335812, -1.852270], [-0.500617, 3.303122, -1.841096], [1.531605, 2.410355, -0.972351], [1.187311, 3.830539, -3.984571], [1.273499, 2.104855, -3.617169], [2.657759, 3.143393, -3.268196], [1.342501, 4.368351, -1.565541], [-0.836004, 2.303141, -2.126178], [-0.954393, 4.025446, -2.528394], [-0.858773, 3.507652, -0.829284], [-1.592866, -1.339617, 4.763332], [-2.123725, -2.101571, 5.776644], [-2.824351, -1.780190, 6.932184], [-3.214226, -2.834221, 7.738077], [-2.919279, -4.163032, 7.402618], [-2.223858, -4.475145, 6.250581], [-1.816984, -3.426283, 5.426776], [-1.113036, -3.455834, 4.239696], [-0.999204, -2.204004, 3.875944], [-0.328876, -1.727724, 2.660636], [0.322550, -2.634924, 1.830028], [0.938962, -2.157384, 0.685747], [0.928731, -0.878233, 0.331526], [0.313459, -0.016585, 1.125582], [-0.325866, -0.385797, 2.299696], [-1.599067, -0.337722, 4.688221], [-3.056893, -0.756282, 7.193474], [-3.761022, -2.629861, 8.649818], [-3.244583, -4.956621, 8.063314], [-1.991365, -5.496256, 5.980472], [0.350004, -3.685777, 2.076814], [1.457451, -2.831579, 0.015275], [0.317947, 1.021493, 0.804127], [-0.810120, 0.386205, 2.883129]], "forces_ev_per_a": [[-0.129, -0.294, -0.219], [0.004, -0.004, 0.085], [0.031, 0.009, -0.034], [0.022, 0.038, 0.001], [0.026, 0.008, 0.059], [-0.109, -0.265, -0.428], [0.064, -0.037, 0.000], [0.003, 0.017, 0.064], [-0.006, 0.221, 0.269], [-0.063, -0.015, -0.159], [0.021, 0.109, 0.028], [0.055, 0.015, -0.096], [-0.005, -0.045, 0.112], [-0.049, -0.095, 0.203], [0.300, 0.205, -0.056], [-0.066, -0.061, -0.015], [0.002, -0.011, -0.025], [-0.105, -0.014, 0.022], [0.022, -0.024, 0.011], [0.021, 0.079, -0.012], [-0.014, -0.039, 0.220], [0.011, 0.001, 0.008], [-0.009, -0.020, -0.004], [0.010, -0.028, -0.082], [-0.007, -0.004, 0.036], [0.028, 0.006, -0.001], [-0.044, 0.013, -0.048], [0.008, -0.006, 0.007], [0.003, -0.001, 0.001], [0.000, -0.027, 0.005], [0.017, -0.019, 0.024], [-0.148, 0.191, -0.055], [0.104, -0.173, 0.014], [0.061, 0.205, -0.210], [0.065, -0.212, -0.098], [-0.085, -0.059, 0.081], [0.108, 0.202, 0.138], [0.049, -0.149, -0.154], [0.047, 0.047, 0.016], [0.009, 0.036, 0.025], [-0.012, 0.004, -0.023], [-0.018, -0.028, -0.014], [-0.015, -0.112, 0.084], [0.103, 0.001, 0.002], [-0.101, 0.051, 0.119], [0.079, 0.080, -0.010], [-0.009, -0.004, -0.021], [0.005, -0.003, 0.025], [-0.028, -0.018, 0.000], [-0.071, 0.006, -0.166], [-0.038, 0.133, -0.234], [0.030, 0.103, 0.040], [-0.057, 0.042, -0.020], [-0.020, -0.084, 0.197], [0.015, 0.014, 0.037], [0.003, -0.056, 0.071], [0.013, -0.004, 0.037], [-0.068, -0.084, 0.011], [0.013, -0.049, -0.019], [0.030, 0.042, -0.012], [-0.013, 0.016, 0.038], [0.068, -0.062, -0.028], [-0.037, 0.007, 0.024], [-0.004, -0.008, 0.016], [-0.029, 0.023, 0.053], [-0.002, -0.025, 0.004], [0.039, 0.062, -0.048], [0.002, -0.005, 0.032], [-0.006, 0.082, -0.078], [-0.023, -0.025, 0.049], [0.028, 0.024, -0.043], [0.049, 0.126, -0.116], [-0.056, -0.131, -0.004], [0.152, 0.031, 0.210], [-0.253, 0.256, 0.113], [-0.013, -0.151, -0.138], [-0.039, -0.049, -0.005], [-0.005, 0.016, -0.002], [-0.006, 0.009, 0.002], [-0.007, -0.004, 0.002], [0.001, -0.023, 0.010], [-0.020, -0.009, 0.047], [-0.004, -0.008, 0.008], [0.101, 0.036, -0.008], [-0.032, -0.025, 0.025]], "de_lowest_kj_mol": 61.8, "total_charge": -2}

---

Table of E_HOMO (eV), in record order: -11.4; -2.4
Table of largest force on an atom (eV Å⁻¹), in record order: 9.981; 0.515
Table of orbital gap (hartree), in record order: 0.2389; 0.2109